Model 1:
Density functional theory data (ωB97M-V/def2-TZVPD) for a cluster of 2 separate species, C9H13NO2 in total.

Properties
- HOMO: -8.274 eV
- E_LUMO: 0.0242 Eh
- Net charge: 0
- Structure (SMILES): Cc1ccc(O)cc1.CC(N)=O

Atoms and positions in Å:
C 1.81898 0.08431 -1.86041
C 1.23897 -0.69199 -0.73103
C 1.20269 -0.24016 0.65605
C 0.80296 -1.04698 1.65025
C -0.14297 -2.08132 1.15812
O -1.06102 -2.39880 2.12884
C 0.00199 -2.65713 -0.07531
C 0.84458 -1.98914 -0.98718
H 1.06692 0.84314 -2.04336
H 2.01261 -0.54388 -2.72039
H 2.71199 0.49945 -1.68841
H 1.87722 0.68327 0.86601
H 0.63890 -0.73160 2.69164
H -1.69846 -3.13537 1.73811
H -0.44508 -3.65110 -0.15416
H 0.98097 -2.47704 -1.95133
C -2.12442 1.44321 0.35566
C -1.13031 2.68107 0.60267
N -0.37443 3.00814 -0.53192
O -1.14856 3.27193 1.58408
H -2.93160 1.26741 1.16440
H -1.60784 0.49626 0.43250
H -2.52478 1.45974 -0.66379
H 0.28808 3.68738 -0.48105
H -0.29739 2.21921 -1.13999

Löwdin atomic charge list, values in e, 4 entries: -0.048 -0.281 -0.074 -0.013



Model 2:
Density functional theory data (ωB97M-V/def2-TZVPD) for a cluster of 2 separate species, C9H13NO2 in total.

Properties
- HOMO: -9.007 eV
- E_LUMO: 0.0226 Eh
- Net charge: 0
- Structure (SMILES): Cc1ccc(O)cc1.CC(N)=O

Atoms and positions in Å:
C 0.79682 -3.72868 -1.09126
C 0.00159 -2.47180 -0.81736
C -0.16673 -2.00684 0.47982
C -1.14818 -1.09096 0.80176
C -1.95865 -0.57954 -0.18888
O -3.11622 0.11912 0.13733
C -1.73123 -0.96843 -1.49757
C -0.74954 -1.88601 -1.81918
H 1.64033 -3.82283 -0.39842
H 1.10308 -3.76626 -2.13270
H 0.12296 -4.55989 -0.87330
H 0.41401 -2.38762 1.30654
H -1.23648 -0.69131 1.80130
H -2.94574 1.07666 0.07695
H -2.34148 -0.46421 -2.23796
H -0.60513 -2.17960 -2.85799
C 0.65084 2.52358 0.19454
C 1.83097 3.01022 0.99992
N 2.83738 2.10645 1.16622
O 1.87091 4.11181 1.50414
H 0.88157 1.59915 -0.32474
H 0.30734 3.33762 -0.43650
H -0.06447 2.18704 0.93431
H 3.64343 2.44140 1.68665
H 3.10033 1.30034 0.61963

Löwdin atomic charge list, values in e, 4 entries: -0.049 -0.292 -0.052 -0.028



Model 3:
Density functional theory data (ωB97M-V/def2-TZVPD) for the molecule C9H13NO2.

Properties
- HOMO: -8.853 eV
- E_LUMO: 0.0036 Eh
- Net charge: 0

Atoms and positions in Å:
C 0.24582 -2.43389 0.59190
C 1.19478 -1.45188 0.45960
C -0.11684 -1.23634 -1.41635
C -0.82484 -2.01305 -0.29517
C 0.88572 -0.39131 -0.51289
C -1.31310 -0.24043 0.63139
C -0.23296 0.61083 0.13800
C -0.63656 1.59445 -0.96000
C 0.48035 1.33295 1.26155
N -2.63360 -0.06051 0.16012
O -3.42099 0.09903 1.11910
O -2.93760 -0.04617 -0.97928
H 0.12781 -3.25107 1.26210
H 2.07217 -1.28611 1.02910
H 0.51075 -1.86688 -2.06786
H -0.77386 -0.64550 -2.11208
H -1.75721 -2.50440 -0.41599
H 1.79068 0.22909 -0.97459
H -1.32085 -0.49434 1.77285
H -1.22330 2.33996 -0.45133
H -1.07431 1.14203 -1.91321
H 0.27297 2.16662 -1.34824
H 1.25328 1.86531 0.76684
H 0.85712 0.57320 2.02639
H -0.21382 2.05673 1.79542

Löwdin atomic charge list, values in e, 4 entries: -0.044 -0.088 -0.123 -0.064



Q: Which of them is the least stable? A: model 3.